1.
Density functional theory data (wB97M-V/def2-TZVPD) for a molecular structure, C30H49Cl3LaN3O4Si at a distorted geometry.

ORCA input file:
```
! wB97M-V def2-TZVPD RIJCOSX def2/J DEFGRID3
* xyz 0 1
C 3.90 -0.99 -3.29
C 2.66 -0.17 -3.53
H 4.33 -1.35 -4.23
H 3.62 -1.86 -2.68
H 4.67 -0.40 -2.76
C 1.94 -0.25 -4.67
C 2.13 -1.23 -5.78
H 1.10 0.41 -4.90
H 2.39 -2.24 -5.41
H 2.94 -0.87 -6.45
H 1.20 -1.30 -6.39
La -2.33 -1.40 0.90
Cl -1.92 -3.91 1.59
C -2.91 1.68 0.35
O -3.06 0.90 1.34
N -3.89 2.09 -0.46
C -5.20 1.44 -0.40
C -3.82 3.42 -1.09
H -1.88 1.98 0.07
H -5.13 0.58 0.27
H -5.50 1.09 -1.40
H -5.96 2.14 -0.03
H -2.83 3.85 -0.93
H -4.59 4.08 -0.65
H -3.99 3.35 -2.17
H -2.65 0.30 6.26
H -0.36 0.30 7.09
C -2.45 -0.58 5.63
C -0.07 -0.53 6.42
N -1.03 -0.57 5.28
H -3.06 -0.59 4.73
C -0.60 -0.74 4.03
O -1.28 -1.09 3.03
H 0.96 -0.41 6.04
H 0.49 -0.58 3.89
H -2.64 -1.48 6.24
H -0.17 -1.48 6.99
H 0.32 -2.18 -2.36
H -0.84 -1.91 -5.29
C -0.30 -3.03 -2.65
C -1.48 -2.69 -4.82
N -1.48 -2.58 -3.37
H -0.59 -3.55 -1.74
C -2.60 -2.29 -2.66
O -2.77 -2.57 -1.44
H -2.50 -2.60 -5.20
H -3.36 -1.74 -3.23
H 0.28 -3.68 -3.31
H -1.06 -3.66 -5.14
O 2.21 -0.23 -1.18
C 2.20 0.63 -2.27
C -0.17 0.82 -3.25
C 0.92 1.45 -2.65
H -0.07 -0.23 -3.53
C -1.36 1.49 -3.55
H 3.01 1.38 -2.10
C 0.84 2.84 -2.49
H -2.23 0.92 -3.85
C -1.40 2.89 -3.45
C -0.30 3.54 -2.90
H 1.68 3.39 -2.05
H -2.29 3.43 -3.80
H -0.33 4.63 -2.80
Si 3.15 -2.19 1.01
Cl -1.07 -0.18 -0.83
C 2.21 -3.81 1.57
C 3.42 -1.46 2.74
C 4.71 -2.77 0.09
H 1.13 -3.68 1.39
H 2.33 -4.02 2.65
H 2.54 -4.71 1.00
H 4.43 -3.54 -0.66
H 5.47 -3.20 0.79
H 5.15 -1.90 -0.42
H 2.84 -0.53 2.77
H 4.45 -1.19 3.02
H 2.99 -2.11 3.52
Cl 2.94 1.65 4.24
C 1.37 2.31 4.07
C 0.68 2.69 5.21
C -0.62 3.22 5.11
C -1.18 3.43 3.84
C -0.50 3.07 2.70
C 0.79 2.42 2.75
C 1.37 1.88 1.63
H 1.15 2.58 6.18
H -1.16 3.50 6.02
H -2.17 3.89 3.77
H -0.93 3.25 1.71
H 0.79 1.84 0.69
H 2.39 1.50 1.60
*
```

Summary:
Energy above the lowest of the compared OMol25 structures with the same formula, charge and spin   0.808 eV
Largest force on an atom   2.28 eV/Å
E_tot   -3339.3714 Eh
Lowest unoccupied orbital energy (spin up / spin down)   -0.60 / -0.78 eV

=====

2.
Density functional theory data (wB97M-V/def2-TZVPD) for 2 unconnected molecules or ions with the total composition C6H12OP at a distorted geometry.

ORCA input file:
```
! wB97M-V def2-TZVPD RIJCOSX def2/J DEFGRID3
* xyz 1 1
C -2.43 -1.03 0.67
C -2.85 0.02 -0.05
C -1.03 -1.29 0.75
C -1.79 0.73 -0.89
C 1.53 1.80 -0.32
C 3.21 -1.18 0.07
O 0.66 0.82 0.26
P -0.26 -0.24 -0.55
H -3.17 -1.57 1.30
H -3.87 0.29 -0.32
H -0.56 -0.78 1.63
H -0.65 -2.41 0.80
H -2.19 0.62 -1.92
H -1.60 1.77 -0.76
H 1.22 2.05 -1.32
H 2.56 1.42 -0.24
H 1.41 2.57 0.38
H 2.86 -0.25 0.15
H 4.27 -1.40 -0.21
H 2.66 -1.94 0.57
*
```

Summary:
Energy above the lowest of the compared OMol25 structures with the same formula, charge and spin   3.532 eV
Largest force on an atom   4.43 eV/Å
E_tot   -651.9839 Eh
Lowest unoccupied orbital energy (spin up / spin down)   -3.64 / -7.42 eV

=====

3.
Density functional theory data (wB97M-V/def2-TZVPD) for 13 unconnected molecules or ions with the total composition C5H35NO13 at a distorted geometry.

ORCA input file:
```
! wB97M-V def2-TZVPD RIJCOSX def2/J DEFGRID3
* xyz 0 1
O 5.34 1.27 0.04
C 4.19 1.60 0.04
C 3.12 0.80 0.77
C 1.79 1.60 0.91
C 0.57 0.83 0.39
C -1.79 1.32 0.28
N -0.46 1.79 -0.12
H 3.74 2.45 -0.51
H 2.90 -0.19 0.37
H 3.63 0.64 1.73
H 1.96 2.46 0.25
H 1.68 1.96 1.93
H 0.84 0.19 -0.45
H 0.11 0.35 1.26
H -2.52 1.57 -0.50
H -1.89 0.24 0.39
H -2.14 1.76 1.22
H -0.29 2.67 0.34
H -2.04 2.56 -3.45
H -1.84 2.75 -2.04
O -2.55 2.49 -2.63
H 0.21 -2.14 0.12
H 0.14 -1.63 1.40
O 0.84 -2.02 0.85
H -2.30 -3.54 4.05
H -1.43 -3.70 2.83
O -2.15 -4.13 3.30
H 2.23 -0.16 -2.80
H 1.97 -0.15 -4.25
O 1.89 0.43 -3.48
H 0.43 -4.52 -1.69
H 0.36 -3.18 -2.13
O 1.02 -3.76 -1.75
H 0.92 -3.84 1.33
H 0.84 -4.57 2.68
O 0.31 -4.21 1.99
H -2.01 -2.02 1.62
H -2.64 -1.12 2.66
O -1.80 -1.25 2.21
H -2.53 -3.06 -1.33
H -2.31 -3.86 -0.03
O -2.13 -3.85 -0.97
H -0.96 3.97 1.85
H -0.50 5.26 1.19
O -0.19 4.54 1.74
H -3.98 -3.40 1.85
H -4.07 -1.99 1.13
O -3.58 -2.81 1.20
H 0.60 1.80 -3.57
H 0.26 1.82 -2.17
O 0.09 2.37 -2.96
H -0.34 4.28 -1.36
H -1.50 4.76 -2.29
O -1.00 4.97 -1.50
*
```

Summary:
Energy above the lowest of the compared OMol25 structures with the same formula, charge and spin   3.572 eV
Largest force on an atom   2.15 eV/Å
E_tot   -1244.3038 Eh
Lowest unoccupied orbital energy   -0.31 eV

=====

4.
Density functional theory data (wB97M-V/def2-TZVPD) for 2 unconnected molecules or ions with the total composition C3H5N3O.

ORCA input file:
```
! wB97M-V def2-TZVPD RIJCOSX def2/J DEFGRID3
* xyz 0 1
N 2.11 1.42 -0.51
C 0.87 -0.72 -0.01
C 0.00 -1.78 0.04
N -1.27 -1.18 0.11
C -1.06 0.15 0.09
O -2.09 1.01 0.15
N 0.22 0.41 0.04
H 2.69 2.29 -0.51
H 2.16 1.14 0.47
H 0.11 -2.85 0.03
H -2.18 -1.63 0.09
H -1.74 1.89 0.00
*
```

Summary:
Energy above the lowest of the compared OMol25 structures with the same formula, charge and spin   7.064 eV
Largest force on an atom   0.32 eV/Å
E_tot   -356.5978 Eh
Lowest unoccupied orbital energy (spin up / spin down)   -1.52 / -1.52 eV

=====

5.
Density functional theory data (wB97M-V/def2-TZVPD) for 2 unconnected molecules or ions with the total composition C4H10N2O2.

ORCA input file:
```
! wB97M-V def2-TZVPD RIJCOSX def2/J DEFGRID3
* xyz 0 1
C -0.82 1.02 -1.73
C -1.64 1.82 -0.74
N -1.87 1.22 0.48
O -2.08 2.92 -1.00
H -1.37 0.12 -1.99
H 0.14 0.77 -1.31
H -0.75 1.64 -2.62
H -2.44 1.76 1.11
H -1.84 0.22 0.52
N 2.23 -2.13 2.25
C 1.28 -1.42 1.40
C 1.72 -1.43 -0.04
O 0.96 -1.56 -0.97
H 2.00 -1.96 3.22
H 2.17 -3.12 2.08
H 1.27 -0.37 1.70
H 0.24 -1.77 1.44
H 2.81 -1.28 -0.18
*
```

Summary:
Energy above the lowest of the compared OMol25 structures with the same formula, charge and spin   1.621 eV
SMILES   CC(N)=O.NCC=O
Largest force on an atom   0.82 eV/Å
E_tot   -418.4014 Eh
Lowest unoccupied orbital energy   0.59 eV

=====

6.
Density functional theory data (wB97M-V/def2-TZVPD) for a molecular structure, C2H4I2 at a distorted geometry.

ORCA input file:
```
! wB97M-V def2-TZVPD RIJCOSX def2/J DEFGRID3
* xyz 0 3
C -0.68 -0.07 0.50
C 0.66 0.04 -0.07
I 2.04 -1.64 0.18
I 1.62 1.89 -0.21
H -0.46 -0.22 1.59
H -1.31 0.90 0.35
H -1.32 -0.94 0.02
H -0.55 0.04 -2.37
*
```

Summary:
Energy above the lowest of the compared OMol25 structures with the same formula, charge and spin   2.581 eV
<S²>   2.01
Largest force on an atom   2.39 eV/Å
E_tot   -673.7999 Eh
Lowest unoccupied orbital energy (spin up / spin down)   -0.25 / -1.12 eV